[1]
{"formula": "C14H26CoNP", "method": "ωB97M-V/def2-TZVPD", "orbital_gap_ev": [6.59, 8.82], "molar_mass_g_mol": 298.3, "spin_multiplicity": 4, "species": ["C", "C", "C", "C", "C", "C", "C", "C", "N", "Co", "C", "P", "H", "H", "H", "H", "H", "H", "H", "H", "C", "C", "H", "C", "C", "H", "H", "H", "H", "H", "H", "H", "H", "H", "H", "H", "H", "H", "H", "C", "H", "H", "H"], "coordinates": [[1.08, 1.79, -3.26], [1.64, 2.19, -2.05], [1.40, 1.43, -0.89], [0.58, 0.30, -0.94], [0.02, -0.08, -2.16], [0.26, 0.67, -3.32], [2.00, 1.87, 0.41], [1.43, 1.21, 1.67], [-0.06, 1.25, 1.91], [0.42, -0.84, 0.74], [-0.77, -1.36, -2.18], [-1.17, -1.74, -0.39], [2.27, 3.07, -1.98], [-0.22, 0.36, -4.26], [1.30, 2.35, -4.15], [-0.18, -2.22, -2.56], [-1.70, -1.32, -2.77], [3.08, 1.60, 0.42], [1.98, 2.97, 0.54], [1.80, 0.15, 1.71], [-1.62, -3.47, -0.38], [-2.73, -0.92, -0.03], [1.94, 1.70, 2.52], [-0.85, 2.18, 1.08], [-0.36, 1.56, 3.32], [0.18, -2.18, 1.60], [-1.21, 3.05, 1.67], [-0.31, 2.57, 0.20], [-1.75, 1.66, 0.73], [-0.89, 2.52, 3.40], [-1.01, 0.81, 3.77], [0.55, 1.65, 3.92], [-3.53, -1.43, -0.58], [-2.90, -1.02, 1.05], [-2.71, 0.14, -0.30], [-2.41, -3.64, -1.11], [-0.77, -4.11, -0.60], [-2.01, -3.72, 0.61], [-0.61, -1.64, 1.74], [1.73, -2.16, 0.29], [2.57, -1.98, 0.96], [2.07, -2.00, -0.74], [1.45, -3.22, 0.38]]}


[2]
{"formula": "C14H26IOP2ScTe", "method": "ωB97M-V/def2-TZVPD", "orbital_gap_ev": [5.44, 5.44], "charge": 2, "molar_mass_g_mol": 571.8, "spin_multiplicity": 1, "species": ["C", "I", "H", "H", "H", "Sc", "P", "C", "C", "H", "H", "H", "H", "H", "H", "C", "H", "H", "H", "P", "C", "C", "H", "H", "H", "C", "H", "H", "H", "H", "H", "H", "C", "O", "Te", "C", "C", "C", "C", "C", "C", "H", "H", "H", "H", "H"], "coordinates": [[4.25, 3.04, 0.07], [3.22, 2.40, 2.07], [3.48, 3.29, -0.67], [4.87, 2.18, -0.23], [4.86, 3.93, 0.35], [1.55, 0.85, 0.47], [1.81, -0.83, -1.56], [3.00, -2.16, -1.12], [0.71, -1.86, -2.59], [1.33, -2.60, -3.11], [3.21, -0.89, -3.54], [0.21, -1.23, -3.33], [2.08, 0.50, -3.59], [2.52, -2.94, -0.52], [-0.05, -2.39, -2.00], [2.76, -0.08, -2.95], [3.35, -2.58, -2.08], [3.56, 0.59, -2.59], [3.86, -1.75, -0.57], [-0.58, 1.75, 1.64], [-0.30, 1.50, 3.44], [-0.53, 3.58, 1.62], [-2.80, 1.90, 0.70], [-2.80, 2.07, 2.49], [-2.64, 0.44, 1.73], [-2.38, 1.51, 1.64], [-0.94, 3.95, 0.67], [-1.16, 3.95, 2.44], [-0.98, 2.19, 3.95], [0.74, 1.73, 3.72], [0.49, 3.97, 1.74], [-0.54, 0.47, 3.73], [2.08, -0.62, 2.10], [2.36, -1.36, 2.98], [-0.24, -1.37, 0.66], [-2.19, -1.76, -0.18], [-2.76, -3.01, 0.14], [-4.06, -3.31, -0.33], [-4.76, -2.35, -1.09], [-4.17, -1.11, -1.38], [-2.87, -0.81, -0.94], [-2.17, -3.72, 0.74], [-4.53, -4.27, -0.13], [-5.77, -2.57, -1.47], [-4.71, -0.35, -1.97], [-2.36, 0.14, -1.15]]}